# 1
Here is C7H14 as an isolated structure at a distorted geometry from OMol25. Energies are from ωB97M-V with the def2-TZVPD basis set.

Computed properties:
frontier orbital gap	0.3081	Ha
energy relative to the best compared isomer or geometry (same formula, charge and spin)	86.8	kcal/mol
max |F|	1.70	eV Å⁻¹
HOMO	-0.288	hartree

Last column: Mulliken charge in e.
Cartesian coordinates (Å):
C 0.532 -1.334 0.711  0.503
C 0.878 -1.872 -0.671  -1.340
C -0.847 -1.400 1.134  -0.936
H 1.240 -1.657 1.477  0.423
H 1.109 1.804 1.155  0.414
H 0.808 -2.961 -0.696  0.384
H 0.199 -1.463 -1.421  0.313
H -1.561 -1.897 0.484  0.309
H -1.212 -0.033 1.040  0.106
H -1.048 -1.552 2.190  0.318
H 1.890 -1.589 -0.962  0.329
C 0.325 1.484 0.476  -0.082
C 0.614 1.683 -0.944  0.019
C -0.981 1.370 0.988  -0.996
C -0.228 1.484 -1.962  -0.877
H 0.742 -0.127 0.613  -0.312
H 1.649 1.916 -1.175  0.299
H -1.809 1.657 0.347  0.315
H -1.267 1.221 -1.812  0.235
H 0.100 1.575 -2.988  0.256
H -1.135 1.689 2.015  0.322

Cartesian forces, eV/Å:
C 0.48 0.94 -0.29
C -0.04 -0.07 0.13
C -0.70 1.55 -0.02
H 0.02 0.10 -0.05
H 0.00 -0.27 0.04
H -0.01 -0.03 -0.05
H -0.02 -0.03 0.00
H 0.00 0.04 -0.03
H 0.22 -1.52 0.18
H 0.04 -0.16 -0.02
H -0.01 -0.01 0.01
C -1.14 0.67 0.48
C 0.03 -0.54 -0.34
C 0.98 0.89 -0.43
C 0.10 0.07 0.18
H 0.05 -1.06 0.21
H -0.03 0.08 -0.02
H -0.01 -0.31 -0.10
H -0.03 -0.05 0.05
H 0.03 0.09 0.00
H 0.03 -0.37 0.06

***

# 2
Here is C37H40OP2Pt as an isolated structure at a distorted geometry from OMol25. Energies are from ωB97M-V with the def2-TZVPD basis set.

Computed properties:
frontier orbital gap (alpha / beta)	0.1405 / 0.1880	Ha
energy relative to the best compared isomer or geometry (same formula, charge and spin)	46.4	kcal/mol
max |F|	3.58	eV Å⁻¹
total charge	+2
2S+1	5
HOMO (alpha / beta)	-0.369 / -0.498	hartree

Last column: Löwdin spin population.
Cartesian coordinates (Å):
Pt 0.596 -1.364 2.221  0.507
C -2.551 0.432 5.668  0.371
C -2.682 0.135 4.382  0.401
C -3.138 0.981 3.260  0.063
C -2.091 1.482 2.236  0.041
C -1.005 2.316 2.766  0.008
C -0.761 2.775 4.013  0.001
C -1.530 2.871 5.273  0.002
C -1.960 1.699 6.192  0.078
C 1.916 -0.088 1.449  0.332
H -2.784 -0.299 6.455  0.025
H -2.177 -0.754 4.011  0.041
H -3.630 1.874 3.663  0.000
H -3.871 0.368 2.714  0.012
H -1.671 0.637 1.669  0.006
H -2.694 2.078 1.534  0.003
H -0.167 2.389 2.082  0.002
H 0.246 3.147 4.196  0.000
H -2.377 3.538 5.142  0.001
H -0.853 3.424 5.949  0.000
H -1.118 1.411 6.846  0.013
H -2.667 2.129 6.908  0.028
H 2.579 -0.986 1.667  0.051
H 2.178 0.800 2.070  0.014
H 1.847 0.097 0.360  0.031
P -0.223 -1.480 -2.371  0.280
P 1.138 0.782 -2.176  0.320
C -1.270 -0.065 -2.708  0.014
C -0.525 1.109 -2.708  0.014
C -0.567 -2.767 -3.623  0.051
C -1.685 -2.731 -4.475  0.019
C -1.945 -3.808 -5.330  0.002
C -1.064 -4.888 -5.437  0.012
C 0.053 -4.916 -4.599  -0.002
C 0.296 -3.878 -3.693  0.015
C -0.877 -2.246 -0.870  0.049
C -0.235 -2.236 0.359  0.130
C -0.775 -2.834 1.520  0.102
C -2.073 -3.362 1.463  0.052
C -2.704 -3.411 0.234  0.030
C -2.131 -2.839 -0.894  0.085
C 2.109 0.939 -3.719  0.026
C 1.899 -0.034 -4.712  0.013
C 2.434 0.124 -5.986  0.000
C 3.259 1.209 -6.276  0.015
C 3.499 2.157 -5.288  0.000
C 2.907 2.048 -4.022  0.019
C 1.645 2.222 -1.147  0.065
C 2.923 2.200 -0.564  0.020
C 3.380 3.246 0.227  -0.001
C 2.566 4.364 0.434  0.017
C 1.306 4.425 -0.175  0.003
C 0.849 3.359 -0.958  0.024
H -2.327 -0.171 -2.933  0.002
H -0.813 2.094 -3.080  0.002
H -2.337 -1.854 -4.509  0.001
H -2.850 -3.816 -5.932  0.000
H -1.265 -5.713 -6.135  0.001
H 0.723 -5.767 -4.656  0.000
H 1.187 -3.930 -3.066  0.002
H 0.789 -1.714 0.369  0.021
H -0.180 -3.153 2.433  0.036
H -2.380 -3.844 2.375  0.001
H -3.652 -3.915 0.132  0.001
H -2.624 -2.860 -1.841  0.005
H 1.314 -0.927 -4.484  0.003
H 2.243 -0.620 -6.746  0.000
H 3.720 1.289 -7.257  0.001
H 4.182 2.971 -5.493  0.000
H 3.103 2.826 -3.294  0.001
H 3.537 1.315 -0.712  0.003
H 4.362 3.168 0.691  0.000
H 2.914 5.174 1.069  0.001
H 0.671 5.301 -0.012  0.000
H -0.131 3.398 -1.433  0.002
C 1.032 -1.617 5.101  0.086
C 0.883 -0.545 3.995  0.206
O 0.885 0.659 4.202  0.212
H 1.870 -2.325 4.806  0.000
H 0.059 -2.165 5.146  0.006
H 1.257 -1.039 6.031  0.009

Cartesian forces, eV/Å:
Pt -0.21 2.41 1.72
C 0.55 1.17 3.23
C 0.85 -0.33 -3.47
C -0.58 0.95 0.39
C -1.00 -0.34 -0.30
C 1.09 0.28 1.88
C 0.63 -0.68 -1.62
C -0.28 0.41 1.28
C -0.07 0.15 -0.49
C 1.32 1.14 -0.47
H 0.18 -0.03 -0.37
H -0.21 -0.88 0.18
H -0.20 -0.27 -0.12
H 0.02 0.18 0.08
H -0.04 0.13 0.14
H 0.14 -0.26 -0.12
H 0.03 0.24 -0.11
H -0.17 0.12 -0.60
H -0.31 0.01 -0.07
H -0.50 0.00 -0.20
H -0.16 -0.25 -0.24
H -0.21 -0.18 0.23
H 0.42 0.61 -0.18
H -0.16 -0.68 -0.75
H 0.28 -0.07 0.84
P -0.07 -0.89 0.07
P 1.42 1.20 -0.32
C 1.09 2.43 -0.15
C -1.87 -2.32 -0.30
C -0.03 -0.24 -0.43
C 0.19 -0.07 -0.09
C 0.01 0.02 -0.17
C -0.13 0.19 0.49
C -0.13 0.18 -0.01
C -0.02 0.01 -0.17
C -1.13 0.39 0.89
C 2.09 0.08 -0.96
C -0.59 -1.19 0.32
C 0.55 -0.09 -0.54
C -0.53 -0.08 0.99
C 0.59 0.31 -0.62
C -0.08 -0.16 -0.32
C -0.02 0.05 0.04
C 0.11 -0.05 0.26
C -0.18 -0.08 0.31
C -0.05 -0.19 0.24
C 0.25 -0.09 -0.28
C 0.28 0.25 -0.01
C -0.17 -0.31 -0.06
C -0.19 0.00 -0.09
C -0.16 -0.30 -0.24
C 0.06 -0.11 0.14
C -0.14 -0.14 0.03
H 0.09 0.28 -0.22
H -0.37 -0.29 0.31
H 0.09 -0.38 0.12
H 0.20 0.20 0.04
H 0.11 0.51 0.41
H 0.06 0.17 0.10
H -0.24 0.02 -0.06
H -0.77 -1.53 -0.90
H -0.34 -0.55 -0.83
H -0.74 -0.22 -0.09
H -0.16 -0.02 0.04
H -0.51 -0.39 -0.38
H 0.12 0.24 -0.19
H -0.03 -0.08 0.01
H -0.10 0.07 0.21
H -0.13 0.11 0.05
H -0.08 -0.09 0.03
H 0.11 0.18 0.05
H -0.23 0.12 -0.13
H -0.10 -0.09 -0.16
H 0.22 -0.34 -0.16
H 0.17 0.20 0.24
C 0.70 0.44 0.07
C -0.94 1.15 1.53
O 0.51 -2.59 -0.27
H -1.10 0.80 0.57
H 0.91 0.34 0.11
H -0.08 -0.87 -0.44

***

# 3
Here is CH3Br3Ca2O2 as an isolated structure from OMol25. Energies are from ωB97M-V with the def2-TZVPD basis set.

Computed properties:
frontier orbital gap	0.2985	Ha
energy relative to the best compared isomer or geometry (same formula, charge and spin)	0.0	kcal/mol
max |F|	0.94	eV Å⁻¹
total charge	+2
HOMO	-0.596	hartree

Last column: Mulliken charge in e.
Cartesian coordinates (Å):
Ca -6.635 18.938 -16.718  1.595
Ca -5.278 20.658 -13.996  1.525
O -4.663 19.761 -15.928  -0.938
H -3.819 19.391 -16.213  0.247
O -7.204 19.863 -14.853  -0.694
H -8.017 20.043 -14.366  0.182
C -8.630 22.694 -15.211  -0.154
Br -6.943 23.180 -16.053  -0.040
Br -10.089 23.706 -15.909  0.074
Br -8.459 22.857 -13.308  0.004
H -8.787 21.660 -15.458  0.199

Cartesian forces, eV/Å:
Ca 0.60 0.51 0.41
Ca -0.46 0.19 -0.80
O -0.73 -0.53 0.22
H 0.03 0.25 0.01
O 0.28 -0.10 0.11
H 0.01 -0.21 -0.01
C -0.11 0.41 -0.26
Br 0.20 -0.19 -0.01
Br 0.15 -0.04 0.07
Br 0.10 -0.19 0.24
H -0.08 -0.11 0.03